DFT (ωB97M-V/def2-TZVPD) results for a molecular structure, C48H22BBrF15GeO5PPtS2.

Geometry as XYZ:
```
97
Properties=species:S:1:pos:R:3
Pt -0.362 0.467 -0.373
O -3.009 0.740 -4.083
S -2.524 0.830 -2.723
O -1.903 -0.405 -2.211
O -1.764 2.038 -2.449
C -3.972 1.026 -1.670
C -5.128 1.493 -2.278
C -6.267 1.760 -1.534
C -6.248 1.555 -0.165
C -5.094 1.085 0.444
C -3.936 0.814 -0.286
P -2.456 0.120 0.582
C -2.781 0.549 2.332
C -2.662 -0.412 3.333
C -2.792 -0.058 4.669
C -3.040 1.259 5.022
C -3.161 2.223 4.030
C -3.030 1.871 2.696
C -2.879 -1.661 0.525
C -1.951 -2.559 0.011
C -2.238 -3.916 -0.039
C -3.456 -4.387 0.425
C -4.391 -3.496 0.938
C -4.102 -2.142 0.985
H -5.111 1.636 -3.351
H -7.160 2.129 -2.024
H -7.127 1.756 0.437
H -5.096 0.932 1.515
H -2.436 -1.438 3.079
H -2.678 -0.820 5.432
H -3.121 1.539 6.065
H -3.343 3.258 4.296
H -3.107 2.634 1.932
H -0.992 -2.202 -0.340
H -1.499 -4.602 -0.432
H -3.677 -5.447 0.392
H -5.345 -3.857 1.305
H -4.835 -1.455 1.391
F -0.868 -3.064 5.470
C -0.128 -4.163 5.246
C 1.115 -4.053 4.646
C 1.797 -5.241 4.467
F 3.026 -5.257 3.923
C 1.284 -6.471 4.844
F 1.984 -7.600 4.656
C 0.037 -6.533 5.436
F -0.472 -7.713 5.815
C -0.677 -5.368 5.643
F -1.883 -5.425 6.226
Ge 1.611 -2.256 3.876
S 0.388 -1.632 2.316
C 3.559 -2.359 3.409
C 3.919 -3.026 2.247
F 3.003 -3.701 1.545
C 5.215 -3.059 1.767
F 5.520 -3.726 0.647
C 6.213 -2.400 2.462
F 7.474 -2.426 2.018
C 5.898 -1.724 3.624
F 6.863 -1.087 4.305
C 4.588 -1.715 4.071
F 4.362 -1.027 5.205
C 1.519 -1.140 5.548
C 0.970 0.134 5.564
F 0.618 0.760 4.446
C 0.787 0.847 6.743
F 0.254 2.075 6.728
C 1.171 0.291 7.947
F 1.003 0.971 9.089
C 1.748 -0.965 7.968
F 2.144 -1.498 9.135
C 1.913 -1.643 6.776
F 2.507 -2.851 6.850
O 1.633 2.460 0.730
B 0.317 1.917 0.723
O -0.476 2.744 1.561
C 0.331 3.720 2.047
C 0.023 4.753 2.903
C 1.061 5.625 3.243
C 2.343 5.451 2.737
C 2.644 4.399 1.869
C 1.615 3.545 1.540
H -0.978 4.876 3.294
H 0.861 6.448 3.918
H 3.125 6.144 3.021
H 3.637 4.250 1.467
Br 5.579 0.200 -3.545
C 3.898 0.305 -2.632
C 3.648 -0.552 -1.576
C 2.427 -0.456 -0.914
C 1.449 0.472 -1.293
C 1.749 1.310 -2.372
C 2.963 1.237 -3.044
H 4.391 -1.279 -1.272
H 2.234 -1.115 -0.073
H 1.009 2.030 -2.702
H 3.177 1.894 -3.878
```

As for the charge: -2. For the HOMO energy, the calculation gives -0.1086 Ha. The calculation puts the strongest force on any atom at 0.74 eV Å⁻¹. As for the LUMO energy: 0.1357 Eh. The value obtained for the energy is -262578.9227 eV.

***

DFT (ωB97M-V/def2-TZVPD) results for 2 unconnected molecules or ions with the total composition FHN2O3.

Geometry as XYZ:
```
7
Properties=species:S:1:pos:R:3
O -0.306 1.475 1.084
N -0.268 0.305 1.039
N -1.226 -0.237 -0.147
O -1.743 0.616 -0.722
O -1.182 -1.394 -0.284
F 2.144 0.007 -0.438
H 2.582 -0.772 -0.532
```

For the HOMO energy, the calculation gives -0.3775 Ha. The calculation puts the strongest force on any atom at 3.97 eV Å⁻¹. As for the LUMO energy: -0.0534 Eh. The structure (SMILES) is O=N[N+](=O)[O-].F. The value obtained for the energy is -11850.6426 eV.

***

DFT (ωB97M-V/def2-TZVPD) results for a molecular structure, C31H79N9O14Zn.

Geometry as XYZ:
```
134
Properties=species:S:1:pos:R:3
Zn -2.420 2.084 -1.790
C 0.598 2.296 -0.431
O 1.709 2.415 0.169
O -0.333 1.562 -0.161
O 0.250 2.839 -1.505
C 1.937 6.277 3.575
O 2.044 7.078 4.465
N 2.172 5.010 3.613
N 1.435 6.666 2.446
H 2.333 4.630 4.535
H 2.252 4.458 2.771
H 0.925 7.511 2.230
H 1.220 5.932 1.787
C 4.203 5.288 -3.233
O 5.098 5.942 -3.719
N 4.294 5.073 -1.968
N 3.072 4.884 -3.784
H 3.570 4.519 -1.533
H 5.007 5.515 -1.405
H 2.765 4.847 -4.746
H 2.532 4.359 -3.112
C -3.290 5.133 -0.795
O -3.655 3.760 -0.868
C -4.597 3.467 0.137
C -4.732 1.966 0.419
N -4.913 1.325 -0.909
C -5.194 -0.132 -0.667
C -6.020 -0.914 -1.673
O -5.390 -1.061 -2.895
C -6.272 -1.214 -3.985
H -3.281 5.621 0.179
H -3.935 5.737 -1.433
H -2.258 5.123 -1.145
H -5.573 3.912 -0.058
H -4.301 3.825 1.123
H -5.638 1.826 1.007
H -3.881 1.528 0.942
H -5.833 1.608 -1.214
H -5.451 -0.358 0.368
H -4.201 -0.581 -0.637
H -7.013 -0.469 -1.609
H -6.118 -1.949 -1.345
H -5.713 -1.315 -4.916
H -7.045 -0.453 -4.093
H -6.764 -2.162 -3.772
C 8.519 -3.856 3.290
O 7.435 -3.218 3.955
C 6.312 -2.755 3.097
C 5.310 -2.110 4.072
N 5.755 -0.859 4.759
C 5.455 0.330 3.954
C 6.342 1.596 4.141
O 6.522 2.018 5.501
C 5.403 2.523 6.295
H 8.124 -4.789 2.888
H 9.308 -4.101 4.001
H 8.974 -3.202 2.546
H 5.824 -3.484 2.450
H 6.677 -2.125 2.287
H 5.063 -2.898 4.783
H 4.315 -1.987 3.643
H 6.751 -0.874 4.928
H 4.414 0.568 3.734
H 5.793 0.133 2.937
H 5.904 2.392 3.538
H 7.302 1.523 3.630
H 5.815 2.767 7.274
H 4.691 1.698 6.287
H 4.996 3.399 5.791
C -4.279 3.065 -4.641
O -3.209 2.251 -4.160
C -2.595 1.699 -5.387
C -1.621 0.557 -5.078
N -2.113 -0.096 -3.840
C -1.088 -1.250 -3.673
C -1.828 -2.582 -4.000
O -2.255 -2.620 -5.327
C -2.941 -3.817 -5.627
H -4.869 2.608 -5.436
H -4.008 4.077 -4.940
H -4.978 3.073 -3.805
H -2.063 2.497 -5.905
H -3.355 1.351 -6.087
H -0.578 0.847 -4.948
H -1.666 -0.101 -5.947
H -2.705 -0.750 -4.332
H -0.720 -1.449 -2.667
H -0.242 -1.278 -4.360
H -2.556 -2.828 -3.227
H -1.076 -3.359 -3.863
H -2.290 -4.649 -5.360
H -3.215 -3.964 -6.672
H -3.717 -4.104 -4.917
C -1.112 -1.531 4.279
O -1.667 -2.777 3.921
C -2.295 -2.768 2.711
C -3.244 -3.917 2.520
N -4.527 -3.656 3.122
C -5.331 -4.922 3.226
C -6.638 -4.720 4.057
O -6.353 -4.530 5.424
C -6.146 -5.724 6.109
H -1.165 -0.837 3.440
H -0.073 -1.571 4.605
H -1.614 -1.069 5.129
H -1.500 -2.864 1.971
H -2.771 -1.792 2.615
H -2.776 -4.813 2.929
H -3.385 -4.248 1.491
H -4.308 -3.335 4.054
H -4.775 -5.781 3.602
H -5.697 -5.169 2.229
H -7.410 -5.469 3.876
H -7.083 -3.804 3.669
H -6.681 -6.498 5.558
H -6.562 -5.593 7.108
H -5.110 -6.058 6.170
C 4.784 -2.567 -2.478
C 5.092 -1.250 -1.866
C 4.867 -0.139 -2.919
O 5.594 -0.350 -4.086
C 5.521 0.735 -4.975
N 4.062 -1.076 -0.885
H 5.458 -2.872 -3.279
H 3.761 -2.622 -2.850
H 4.931 -3.376 -1.762
H 6.122 -1.315 -1.515
H 5.095 0.818 -2.450
H 3.829 0.010 -3.215
H 6.214 1.524 -4.683
H 4.538 1.120 -5.244
H 5.912 0.313 -5.901
H 3.370 -0.472 -1.305
H 4.440 -0.309 -0.348
```

For the HOMO energy, the calculation gives -0.2282 Ha. The calculation puts the strongest force on any atom at 10.53 eV Å⁻¹. As for the LUMO energy: -0.0648 Eh. The value obtained for the energy is -123908.6026 eV.

***

DFT (ωB97M-V/def2-TZVPD) results for 2 unconnected molecules or ions with the total composition C6H16OP.

Geometry as XYZ:
```
24
Properties=species:S:1:pos:R:3
C 1.708 -1.293 -0.556
C -1.768 -2.200 1.858
C 0.131 1.146 -3.025
C -0.129 2.368 0.710
C 1.534 0.157 -0.159
C -1.606 -0.812 2.189
O -0.035 1.737 -1.781
P -0.112 0.853 -0.408
H 1.481 -1.607 -1.558
H 2.756 -1.718 -0.438
H 0.892 -1.735 0.162
H -1.010 -2.925 1.996
H -2.520 -2.548 2.523
H -2.289 -2.405 0.820
H 0.359 1.824 -3.767
H -0.671 0.372 -3.247
H 1.074 0.593 -2.960
H -0.802 3.144 0.334
H 0.815 2.741 0.744
H -0.546 1.982 1.751
H 2.333 0.730 -0.735
H 1.535 0.210 0.959
H -1.019 -0.491 3.054
H -2.113 -0.121 1.534
```

As for the charge: +1. For the HOMO energy (alpha / beta), the calculation gives -0.4876 / -0.4457 Ha. The calculation puts the strongest force on any atom at 5.05 eV Å⁻¹. As for the LUMO energy (alpha / beta): -0.1962 / -0.2639 Eh. The value obtained for the energy is -17806.9167 eV.